130
Properties=species:S:1:pos:R:3:lowdin_charge:R:1 method="wB97M-V/def2-TZVPD" multiplicity=1 orbital_gap_ev=2.77 e_tot_ha=-4064.90501 lumo_ha=-0.235 charge=+1
C 5.10 -3.36 0.27 -0.103
C 4.30 -1.97 -0.18 -0.146
C 5.03 -0.50 -0.18 -0.034
C 4.15 0.81 -0.65 0.009
C 2.57 0.60 -1.12 -0.053
C 1.78 1.97 -1.61 -0.351
C 2.52 2.68 -2.93 -0.103
C 1.97 3.07 -0.37 -0.124
C 1.82 -0.87 -1.12 -0.126
O 0.41 -1.11 -1.50 -0.133
C -0.43 -1.39 -0.31 -0.085
N -1.54 -0.31 -0.35 -0.023
N -1.12 0.85 0.21 0.166
C -2.01 2.01 0.30 -0.098
C -1.48 3.43 0.99 -0.186
P -2.36 3.67 2.68 0.722
O -3.54 2.65 2.94 -0.343
O -2.88 5.35 2.73 -0.208
O -1.15 3.37 3.94 -0.206
C -3.58 2.01 -0.21 -0.082
P -4.70 3.54 -0.05 0.841
O -5.98 3.32 0.87 -0.452
C -4.04 0.55 -0.90 0.050
C -5.58 0.48 -1.40 -0.043
C -5.68 1.21 -2.88 -0.256
O -4.74 1.12 -3.82 -0.016
O -6.86 2.08 -3.20 -0.014
C -2.90 -0.66 -0.98 0.150
C -3.25 -2.10 -1.66 -0.112
F -2.16 -2.65 -2.55 0.030
F -4.44 -2.15 -2.53 0.034
C -3.52 -3.27 -0.49 -0.119
F -4.92 -3.82 -0.56 0.048
F -2.62 -4.45 -0.77 0.012
F -3.17 -2.81 0.88 0.045
C 2.71 -2.18 -0.64 0.051
H 6.15 -3.42 -0.26 0.091
H 4.44 -4.30 0.00 0.085
H 5.32 -3.28 1.43 0.076
H 6.14 -0.32 0.17 0.081
H 4.63 1.89 -0.65 0.104
H 0.66 1.70 -1.82 0.112
H 2.69 1.91 -3.80 0.094
H 3.57 3.09 -2.59 0.083
H 1.84 3.59 -3.29 0.091
H 1.11 3.86 -0.53 0.064
H 1.76 2.52 0.66 0.085
H 3.01 3.62 -0.40 0.090
H 0.23 -1.25 0.68 0.179
H -0.86 -2.47 -0.26 0.148
H -1.70 4.31 0.23 0.085
H -0.32 3.31 1.21 0.094
H -2.44 5.80 1.94 0.080
H -1.50 3.77 4.79 0.099
H -5.13 3.94 -1.40 0.033
H -3.92 4.66 0.44 0.024
H -6.22 1.17 -0.66 0.136
H -6.09 -0.58 -1.35 0.153
H -6.48 2.97 -3.53 0.135
H 2.23 -3.27 -0.65 0.112
N 6.59 0.58 2.86 -0.008
C 6.83 -0.63 3.46 -0.144
C 7.80 -0.44 4.42 -0.104
C 8.14 0.93 4.41 -0.106
C 7.37 1.54 3.44 -0.140
H 5.93 0.74 2.12 0.109
H 6.31 -1.52 3.15 0.092
H 8.21 -1.21 5.07 0.084
H 8.87 1.42 5.05 0.095
H 7.32 2.57 3.12 0.105
N -7.83 4.29 2.63 -0.002
C -8.15 5.58 2.97 -0.148
C -9.06 5.54 4.00 -0.122
C -9.30 4.17 4.29 -0.120
C -8.53 3.43 3.43 -0.141
H -7.18 4.02 1.90 0.054
H -7.70 6.42 2.45 0.099
H -9.51 6.39 4.48 0.089
H -9.97 3.78 5.05 0.090
H -8.41 2.36 3.33 0.103
N -3.06 5.63 -3.11 -0.005
C -1.87 5.35 -2.49 -0.175
C -1.34 6.53 -2.03 -0.116
C -2.24 7.57 -2.38 -0.095
C -3.30 6.98 -3.04 -0.121
H -3.67 4.95 -3.55 0.140
H -1.50 4.33 -2.43 0.097
H -0.40 6.64 -1.50 0.094
H -2.13 8.62 -2.17 0.102
H -4.20 7.41 -3.47 0.116
N 7.74 -4.07 6.68 -0.007
C 6.54 -4.13 7.34 -0.148
C 6.69 -3.50 8.55 -0.115
C 8.02 -3.03 8.63 -0.113
C 8.65 -3.40 7.46 -0.152
H 7.93 -4.46 5.76 0.145
H 5.69 -4.62 6.89 0.102
H 5.91 -3.39 9.30 0.091
H 8.47 -2.49 9.45 0.093
H 9.66 -3.23 7.11 0.106
N 7.88 -1.45 -3.88 0.002
C 9.18 -1.81 -3.68 -0.135
C 9.48 -1.62 -2.34 -0.109
C 8.31 -1.14 -1.72 -0.126
C 7.33 -1.04 -2.69 -0.153
H 7.39 -1.47 -4.76 0.150
H 9.79 -2.17 -4.50 0.109
H 10.43 -1.82 -1.88 0.095
H 8.19 -0.89 -0.67 0.077
H 6.30 -0.72 -2.63 0.088
N -7.32 -1.94 -6.64 0.007
C -7.07 -3.15 -6.04 -0.131
C -6.11 -2.96 -5.08 -0.114
C -5.77 -1.59 -5.09 -0.136
C -6.53 -0.98 -6.06 -0.131
H -7.98 -1.78 -7.39 0.152
H -7.60 -4.04 -6.36 0.111
H -5.70 -3.73 -4.44 0.088
H -5.04 -1.09 -4.45 0.049
H -6.58 0.05 -6.39 0.109
N -1.04 -9.49 -0.25 0.000
C -1.32 -8.21 0.15 -0.143
C -1.81 -7.53 -0.94 -0.118
C -1.84 -8.43 -2.03 -0.112
C -1.36 -9.64 -1.57 -0.137
H -0.66 -10.22 0.35 0.150
H -1.14 -7.90 1.17 0.104
H -2.12 -6.49 -0.94 0.059
H -2.18 -8.22 -3.03 0.092
H -1.22 -10.58 -2.08 0.109

135
Properties=species:S:1:pos:R:3:lowdin_spin:R:1 method="wB97M-V/def2-TZVPD" multiplicity=2 orbital_gap_ev="6.32 / 2.59" e_tot_ha=-4538.06518 lumo_ha="-0.185 / -0.322" charge=+1
C 3.42 -4.04 -0.69 0.288
C 3.81 -3.84 -2.03 0.109
C 3.44 -4.77 -2.98 0.033
C 2.64 -5.87 -2.67 0.261
C 2.32 -6.10 -1.31 0.049
C 2.72 -5.16 -0.33 0.079
N 2.17 -6.75 -3.70 0.004
O 1.78 -6.24 -4.77 0.065
O 2.19 -7.96 -3.50 0.060
H 3.87 -3.40 0.05 0.008
H 4.41 -2.99 -2.28 0.002
H 3.62 -4.55 -4.03 -0.002
H 1.71 -6.93 -0.99 -0.001
H 2.45 -5.44 0.68 0.000
C 4.42 1.28 -2.01 0.000
C 4.43 1.80 -3.29 0.000
C 5.57 2.31 -3.87 0.000
C 6.71 2.42 -3.07 0.000
C 6.63 2.13 -1.69 0.000
C 5.49 1.58 -1.11 0.000
N 7.95 2.99 -3.58 0.000
O 7.91 3.64 -4.63 0.000
O 9.01 2.67 -3.03 0.000
H 3.63 0.74 -1.53 0.000
H 3.44 1.81 -3.71 0.000
H 5.43 2.75 -4.85 0.000
H 7.46 2.41 -1.07 0.000
H 5.40 1.29 -0.08 0.000
C -0.77 -3.21 4.47 0.000
C -0.95 -3.32 3.10 0.000
C -2.00 -2.64 2.42 0.000
C -2.90 -1.97 3.15 0.000
C -2.81 -1.85 4.59 0.000
C -1.77 -2.59 5.19 0.000
N -4.05 -1.33 2.40 0.000
O -4.87 -0.76 3.04 0.000
O -4.14 -1.47 1.15 0.000
H 0.00 -3.74 5.00 0.000
H -0.28 -3.89 2.48 0.000
H -2.14 -2.66 1.35 0.000
H -3.55 -1.37 5.21 0.000
H -1.65 -2.69 6.26 0.000
C -1.04 8.34 -2.66 0.000
C -2.01 7.45 -3.05 0.000
C -1.93 6.16 -2.63 0.000
C -0.97 5.78 -1.72 0.000
C -0.06 6.73 -1.26 0.000
C -0.09 8.06 -1.73 0.000
N -0.87 4.32 -1.36 0.000
O 0.14 3.95 -0.79 0.000
O -1.84 3.62 -1.61 0.000
H -1.03 9.32 -3.11 0.000
H -2.68 7.71 -3.85 0.000
H -2.54 5.41 -3.11 0.000
H 0.67 6.60 -0.48 0.000
H 0.63 8.80 -1.40 0.000
C -4.23 0.85 8.23 0.000
C -4.92 1.10 7.10 0.000
C -4.14 1.53 5.94 0.000
C -2.73 1.32 5.90 0.000
C -2.14 1.13 7.14 0.000
C -2.87 0.87 8.31 0.000
N -1.93 1.26 4.60 0.000
O -2.53 1.34 3.55 0.000
O -0.73 1.14 4.67 0.000
H -4.85 0.60 9.08 0.000
H -6.00 1.18 7.12 0.000
H -4.65 1.74 5.01 0.000
H -1.08 0.96 7.24 0.000
H -2.32 0.75 9.23 0.000
C 5.88 -0.94 3.13 0.000
C 5.22 -2.28 3.26 0.000
C 3.97 -2.30 4.17 0.000
C 2.90 -3.30 3.79 0.000
C 3.28 -4.78 3.54 0.000
C 2.03 -5.72 3.52 0.000
H 5.30 -0.17 2.62 0.000
H 6.81 -0.88 2.57 0.000
H 6.14 -0.51 4.10 0.000
H 4.92 -2.58 2.26 0.000
H 5.89 -3.12 3.43 0.000
H 3.44 -1.35 4.22 0.000
H 4.17 -2.33 5.24 0.000
H 2.13 -3.39 4.56 0.000
H 2.28 -2.90 2.99 0.000
H 3.69 -4.88 2.54 0.000
H 3.99 -5.10 4.30 0.000
H 1.40 -5.42 4.36 0.000
H 1.38 -5.56 2.66 0.000
H 2.31 -6.77 3.60 0.000
C -3.01 2.18 -6.67 0.000
C -2.43 1.05 -7.50 0.000
C -2.16 0.05 -6.38 0.000
S -1.07 0.95 -5.14 0.000
O 0.31 1.06 -5.60 0.000
O -1.43 0.49 -3.78 0.000
C -2.00 2.48 -5.48 0.000
H -4.04 2.01 -6.36 0.000
H -3.10 3.08 -7.29 0.000
H -1.49 1.24 -8.02 0.000
H -3.22 0.70 -8.16 0.000
H -1.60 -0.85 -6.66 0.000
H -3.04 -0.29 -5.83 0.000
H -1.24 3.21 -5.77 0.000
H -2.48 2.89 -4.59 0.000
C -0.03 0.89 1.07 0.001
C -0.63 0.17 -0.19 0.000
C 0.41 -0.74 -0.78 0.000
S 1.46 -1.35 0.55 0.002
O 2.83 -1.02 0.13 0.013
O 1.04 -2.71 0.84 0.024
C 0.81 -0.22 1.83 0.004
H -0.81 1.41 1.64 0.000
H 0.57 1.70 0.64 0.000
H -1.02 0.81 -0.99 0.000
H -1.40 -0.56 0.07 0.000
H 1.02 -0.03 -1.35 0.000
H 0.07 -1.51 -1.47 0.000
H 1.67 0.07 2.44 0.000
H 0.16 -0.76 2.51 0.000
C -4.89 1.28 -3.24 0.000
C -4.45 1.70 -1.85 0.000
C -5.40 1.07 -0.80 0.000
S -7.04 0.97 -1.62 0.000
O -7.64 2.26 -1.50 0.000
O -7.81 -0.18 -1.21 0.000
C -6.36 0.82 -3.32 0.000
H -4.24 0.53 -3.69 0.000
H -4.67 2.08 -3.95 0.000
H -4.62 2.78 -1.80 0.000
H -3.38 1.57 -1.68 0.000
H -5.61 1.64 0.10 0.000
H -5.12 0.05 -0.57 0.000
H -7.07 1.29 -4.00 0.000
H -6.42 -0.25 -3.53 0.000

125
Properties=species:S:1:pos:R:3:nbo_charge:R:1 method="wB97M-V/def2-TZVPD" multiplicity=3 orbital_gap_ev="6.37 / 7.15" e_tot_ha=-4978.65408 lumo_ha="-0.134 / -0.107" charge=+1
Mo 0.89 0.78 -0.50 1.465
C -1.50 0.06 -3.56 -0.645
C -0.07 -0.33 -3.56 0.231
C 0.54 -1.00 -4.62 -0.351
C 1.81 -1.32 -4.20 0.242
C 2.88 -2.06 -4.93 -0.646
N 1.95 -0.85 -2.96 -0.318
N 0.81 -0.20 -2.55 -0.362
B 3.16 -1.04 -2.03 0.517
N 2.73 -1.70 -0.71 -0.325
N 1.92 -1.03 0.16 -0.365
C 2.04 -1.66 1.35 0.240
C 1.36 -1.22 2.59 -0.658
C 2.91 -2.73 1.22 -0.352
C 3.33 -2.72 -0.09 0.256
C 4.29 -3.64 -0.77 -0.648
N 3.75 0.34 -1.74 -0.314
N 2.96 1.35 -1.26 -0.355
C 3.72 2.46 -1.29 0.215
C 3.31 3.85 -0.91 -0.638
C 4.99 2.15 -1.76 -0.346
C 4.97 0.79 -2.04 0.236
C 6.07 -0.07 -2.59 -0.645
H -2.01 -0.49 -4.35 0.236
H -1.64 1.12 -3.77 0.223
H -1.99 -0.18 -2.62 0.244
H 0.08 -1.25 -5.57 0.238
H 2.53 -2.31 -5.93 0.237
H 3.15 -2.99 -4.42 0.235
H 3.78 -1.46 -5.03 0.232
H 3.97 -1.73 -2.57 -0.011
H 0.75 -0.33 2.43 0.224
H 2.10 -0.98 3.35 0.242
H 0.71 -2.00 2.99 0.248
H 3.19 -3.42 2.00 0.240
H 4.51 -4.49 -0.12 0.238
H 5.23 -3.14 -1.00 0.232
H 3.88 -4.03 -1.71 0.233
H 2.65 3.88 -0.05 0.222
H 2.82 4.35 -1.74 0.230
H 4.20 4.42 -0.66 0.234
H 5.82 2.82 -1.89 0.237
H 6.97 0.52 -2.69 0.237
H 5.80 -0.48 -3.56 0.231
H 6.28 -0.91 -1.92 0.231
C 0.23 3.54 -3.09 -0.666
C 0.17 3.84 -1.62 0.299
C -0.14 5.09 -1.13 -0.303
C -0.20 5.29 0.25 -0.107
C 0.15 4.28 1.12 -0.277
C 0.58 3.07 0.57 0.433
N 0.44 2.85 -0.76 -0.575
N 1.20 2.00 1.17 -1.042
Si 2.34 2.21 2.53 1.846
C 3.87 1.23 2.11 -1.151
C 2.92 3.97 2.74 -1.141
C 1.59 1.77 4.18 -1.151
H 0.58 4.41 -3.64 0.243
H -0.76 3.30 -3.48 0.233
H 0.89 2.70 -3.28 0.238
H -0.36 5.90 -1.82 0.234
H -0.51 6.25 0.64 0.232
H 0.14 4.42 2.20 0.233
H 4.42 1.75 1.32 0.245
H 3.68 0.22 1.77 0.245
H 4.53 1.18 2.99 0.248
H 3.39 4.40 1.84 0.238
H 3.70 3.93 3.51 0.253
H 2.15 4.67 3.08 0.237
H 0.95 0.89 4.18 0.242
H 1.01 2.62 4.55 0.241
H 2.40 1.60 4.90 0.250
C -3.09 -1.68 6.73 -0.634
C -2.64 -1.55 5.29 0.023
C -2.45 -2.67 4.49 -0.225
C -2.06 -2.56 3.17 -0.010
C -1.83 -3.84 2.39 -0.659
C -1.87 -1.29 2.59 -0.404
As -1.20 -1.48 0.74 1.088
N -1.00 0.30 -0.08 -0.808
C -2.20 1.06 -0.31 0.077
C -2.27 2.05 -1.30 -0.162
C -3.41 2.80 -1.53 -0.229
C -4.55 2.58 -0.77 -0.202
C -4.52 1.59 0.19 -0.196
C -3.37 0.85 0.41 -0.224
C -2.70 -2.18 -0.34 -0.417
C -2.25 -2.65 -1.60 0.004
C -0.78 -2.88 -1.93 -0.641
C -3.17 -3.03 -2.56 -0.236
C -4.54 -3.01 -2.32 0.025
C -5.53 -3.41 -3.37 -0.632
C -4.95 -2.66 -1.04 -0.250
C -4.07 -2.27 -0.04 0.120
C -4.68 -2.12 1.34 -0.658
C -1.98 -0.15 3.41 0.076
C -1.66 1.27 3.00 -0.654
C -2.38 -0.31 4.74 -0.244
H -3.21 -2.72 7.02 0.220
H -4.05 -1.18 6.88 0.227
H -2.37 -1.21 7.40 0.225
H -2.61 -3.66 4.91 0.211
H -2.16 -4.70 2.98 0.232
H -0.77 -3.98 2.16 0.226
H -2.37 -3.87 1.45 0.232
H -1.43 2.18 -1.95 0.194
H -3.41 3.55 -2.31 0.216
H -5.45 3.16 -0.94 0.223
H -5.40 1.38 0.79 0.221
H -3.37 0.11 1.19 0.227
H -0.11 -2.09 -1.60 0.216
H -0.65 -2.99 -3.01 0.221
H -0.45 -3.81 -1.46 0.228
H -2.81 -3.37 -3.53 0.207
H -5.07 -3.45 -4.36 0.217
H -6.36 -2.70 -3.42 0.225
H -5.96 -4.39 -3.15 0.229
H -6.01 -2.70 -0.80 0.209
H -5.74 -1.88 1.25 0.223
H -4.22 -1.38 1.98 0.222
H -4.61 -3.07 1.87 0.227
H -0.94 1.32 2.19 0.214
H -1.24 1.80 3.86 0.220
H -2.55 1.82 2.69 0.231
H -2.47 0.57 5.36 0.209